A structure of composition CH19O8 in a non-equilibrium geometry. Source: OMol25; level of theory: ωB97M-V with the def2-TZVPD basis set.

Values from the calculation:
multiplicity = 1
total charge = +1
gap between HOMO and LUMO = 0.2801 Ha

Atoms and positions in Å:
O: 23.35 -1.72 -21.49
H: 22.84 -1.44 -20.73
H: 22.88 -1.54 -22.31
H: 24.14 -1.19 -21.55
O: 20.88 0.11 -22.10
H: 21.35 -0.45 -22.72
H: 20.32 -0.38 -21.48
H: 21.55 0.61 -21.63
C: 22.17 -1.78 -23.84
O: 22.61 -0.62 -23.28
H: 22.66 -1.93 -24.80
H: 22.17 -2.65 -23.19
H: 21.12 -1.68 -24.11
O: 24.29 0.46 -24.56
H: 24.84 0.32 -23.79
H: 23.51 -0.08 -24.41
O: 19.40 -1.51 -23.00
H: 19.67 -1.93 -22.19
H: 19.89 -1.97 -23.68
O: 24.14 -3.30 -25.58
H: 23.24 -3.45 -25.26
H: 24.49 -2.64 -24.98
O: 21.60 0.61 -25.08
H: 22.00 1.36 -24.63
H: 21.70 -0.12 -24.47
O: 25.32 -1.99 -24.35
H: 24.45 -1.61 -24.24
H: 25.80 -1.70 -23.57

A structure of composition C4H6O2 in a non-equilibrium geometry. Source: OMol25; level of theory: ωB97M-V with the def2-TZVPD basis set.

Values from the calculation:
multiplicity = 1
total charge = 0
gap between HOMO and LUMO = 0.3949 Ha

Atoms and positions in Å:
C: 1.51 -0.23 0.11
C: 0.00 -0.17 0.13
C: -0.86 1.02 0.34
O: -1.98 0.38 -0.28
C: -0.97 -0.76 -0.75
O: -1.03 -1.66 -1.53
H: 1.96 0.52 0.78
H: 1.83 -1.21 0.42
H: 1.93 -0.06 -0.90
H: -0.98 -1.06 0.61
H: -0.46 1.83 -0.30
H: -0.95 1.39 1.37

A structure of composition C28H33BrMnN4OSSe. Source: OMol25; level of theory: ωB97M-V with the def2-TZVPD basis set.

Values from the calculation:
multiplicity = 2
total charge = 0
gap between HOMO and LUMO (spin up / spin down) = 0.2618 / 0.2627 Ha

Atoms and positions in Å:
Mn: 0.98 -0.94 -1.66
C: -3.39 0.44 4.49
C: -3.40 -0.93 3.80
C: -4.74 -1.11 3.10
C: -3.25 -2.03 4.86
C: -2.23 -1.01 2.81
C: -2.40 -1.23 1.46
C: -1.28 -1.29 0.65
Br: -1.51 -1.55 -1.23
C: 0.05 -1.15 1.08
O: 1.05 -1.23 0.24
C: 0.22 -0.91 2.47
C: -0.92 -0.85 3.26
C: 1.57 -0.68 3.17
C: 2.80 -0.77 2.27
C: 1.57 0.72 3.80
C: 1.74 -1.73 4.28
H: -4.25 0.53 5.16
H: -3.45 1.25 3.75
H: -2.49 0.59 5.08
H: -5.55 -1.06 3.84
H: -4.81 -2.09 2.61
H: -4.92 -0.34 2.36
H: -4.06 -1.97 5.59
H: -2.30 -1.94 5.40
H: -3.27 -3.02 4.40
H: -3.38 -1.36 1.01
H: -0.78 -0.66 4.32
H: 2.79 -0.02 1.48
H: 2.89 -1.74 1.79
H: 3.69 -0.61 2.89
H: 1.41 1.48 3.03
H: 2.53 0.91 4.29
H: 0.78 0.83 4.55
H: 1.75 -2.74 3.85
H: 0.95 -1.69 5.02
H: 2.69 -1.57 4.80
C: 4.95 -0.73 -4.39
N: 4.07 0.37 -4.06
C: 3.74 1.42 -4.89
C: 2.80 2.15 -4.27
N: 2.55 1.52 -3.06
C: 3.31 0.40 -2.95
S: 3.34 -0.71 -1.68
C: 1.60 2.01 -2.12
C: 1.63 3.36 -1.83
C: 0.67 3.87 -0.97
C: -0.27 3.01 -0.43
C: -0.20 1.67 -0.76
N: 0.71 1.16 -1.60
H: 5.41 -0.53 -5.35
H: 4.37 -1.65 -4.44
H: 5.72 -0.84 -3.63
H: 4.20 1.55 -5.86
H: 2.26 3.02 -4.59
H: 2.40 3.99 -2.25
H: 0.67 4.92 -0.71
H: -1.03 3.35 0.25
H: -0.90 0.96 -0.34
Se: 0.95 -1.40 -4.05
C: -0.74 -0.69 -4.62
C: -1.92 -1.42 -4.49
C: -3.12 -0.84 -4.87
N: -3.23 0.39 -5.38
C: -2.09 1.07 -5.51
C: -0.84 0.59 -5.15
H: -1.90 -2.42 -4.09
H: -4.04 -1.39 -4.76
H: -2.18 2.07 -5.93
H: 0.04 1.19 -5.30

Respective energy relative to the best compared isomer or geometry (same formula, charge and spin) values: 720.7; 347.1; 2.0 kJ/mol.
Respective electronic energy values: -650.78914; -306.37409; -7905.68750 Eh.